DFT (wB97M-V/def2-TZVPD) results for 2 unconnected molecules or ions with the total composition C13H27F2N4O3 at a distorted geometry.

Computed properties:
LUMO: -3.46 eV
E_HOMO: -12.3 eV
total charge: +1
Kohn-Sham gap: 8.81 eV
molecular weight: 325.38 g mol⁻¹
E_tot: -1155.7081 Eh

Last column: Mulliken charge in e.
Element x y z (Å)
C 5.0899 1.2911 2.7471  -0.73
O 4.8276 0.7134 1.4708  -0.34
C 4.2961 1.5992 0.5355  -0.89
C 2.7749 1.7567 0.5687  0.27
C 2.3151 2.5111 -0.6776  -0.84
N 0.8723 2.2442 -0.6816  -0.01
F 0.5004 1.9836 -2.0170  -0.17
C 0.7322 1.0009 -0.0231  0.53
N -0.4522 0.4885 0.1540  0.00
C -1.7672 1.0520 -0.2422  -0.89
C -2.2151 0.8353 -1.6968  -0.45
C -2.3634 2.1031 -2.5642  -0.77
O -1.8626 1.8695 -3.8740  -0.56
N 1.9215 0.5229 0.4133  0.11
C 1.9233 -0.5252 1.4567  0.42
C 2.8699 -1.6661 1.1658  -1.29
F 2.2098 0.0944 2.6495  -0.35
H 5.0522 0.4884 3.4847  0.27
H 4.3329 2.0348 3.0204  0.34
H 6.0818 1.7507 2.7483  0.28
H 4.6029 1.2640 -0.4623  0.38
H 4.7064 2.6097 0.6805  0.46
H 2.4380 2.3182 1.4457  0.35
H 2.5590 3.5703 -0.6911  0.37
H 2.7265 2.0144 -1.5657  0.39
H -0.5065 -0.3805 0.6618  0.18
H -2.4715 0.5236 0.4066  0.47
H -1.7820 2.1051 0.0550  0.45
H -3.2029 0.3702 -1.6176  0.43
H -1.5499 0.1442 -2.2202  0.37
H -3.4248 2.3501 -2.6617  0.36
H -1.8591 2.9521 -2.0938  0.34
H -1.1546 2.4865 -4.0640  0.31
H 0.9075 -0.9123 1.5654  0.17
H 3.8989 -1.3203 1.1571  0.31
H 2.7566 -2.4206 1.9485  0.42
H 2.6102 -2.1176 0.2057  0.33
C -4.8731 -3.1273 1.1586  -1.57
C -4.1266 -2.1263 0.3115  1.04
O -4.1188 -0.9339 0.5936  -0.64
N -3.4787 -2.5944 -0.7867  -0.08
C -3.4060 -3.9633 -1.2667  -0.97
H -5.3356 -2.5918 1.9811  0.32
H -5.6483 -3.6285 0.5789  0.40
H -4.1997 -3.8860 1.5587  0.39
H -3.0401 -1.8784 -1.3439  0.10
H -2.3712 -4.3022 -1.3266  0.29
H -3.8555 -4.0515 -2.2559  0.30
H -3.9400 -4.6221 -0.5910  0.38